(1)
{
  "formula": "C4H2FNOS",
  "method": "the ωB97M-V functional and the def2-TZVPD basis",
  "elements": ["C", "S", "N", "H", "F", "C", "H", "C", "C", "O"],
  "coordinates": [[-1.571126, -0.301106, 0.140638], [-3.152022, -0.809280, -0.083854], [-1.095586, 0.942604, 0.116282], [0.578517, 2.217046, -0.047235], [1.359029, -2.020203, -0.070309], [1.220602, 0.333628, -0.026319], [2.338890, 0.624654, -0.217410], [0.699510, -0.939480, 0.029857], [0.190869, 1.212299, -0.069312], [-0.568685, -1.260164, 0.227658]],
  "forces_ev_per_a": [[-1.26, -0.12, -0.76], [1.79, 0.48, 0.56], [0.59, 1.94, -0.68], [-0.99, 0.85, -0.35], [1.53, -1.34, -0.01], [2.65, -2.70, -1.17], [-2.52, -0.95, 0.48], [-0.67, 0.73, 0.45], [-1.96, 1.48, 1.74], [0.85, -0.37, -0.28]],
  "total_energy_ha": -781.6082,
  "de_lowest_ev": 0.542,
  "homo_lumo_gap_ev": 7.930,
  "homo_energy_ev": -8.720,
  "smiles": "Fc1ccnc(=S)o1",
  "total_charge": 0
}

---

(2)
{
  "formula": "C23H43N2OP3STb",
  "method": "the ωB97M-V functional and the def2-TZVPD basis",
  "elements": ["H", "H", "C", "H", "C", "C", "H", "C", "N", "C", "H", "H", "H", "H", "H", "H", "C", "H", "H", "H", "C", "H", "P", "C", "H", "P", "H", "C", "H", "H", "H", "H", "H", "H", "H", "C", "H", "C", "H", "C", "H", "H", "O", "C", "C", "H", "H", "H", "H", "H", "H", "C", "P", "H", "Tb", "C", "C", "C", "H", "C", "H", "H", "C", "C", "N", "H", "H", "H", "S", "H", "C", "H", "C", "H"],
  "coordinates": [[2.069705, -2.385577, -1.232718], [2.335625, 2.999313, -2.039999], [2.203129, 0.493422, 2.517829], [-3.174483, 1.200053, 2.255489], [-1.108323, -3.082562, 3.374396], [0.148349, -4.046565, -5.891651], [-0.635405, 0.538334, 2.352015], [-0.954073, -2.700968, 2.039510], [-1.067902, 0.054235, 6.285442], [-1.790199, 3.386873, -0.461919], [-1.274763, -2.204688, -3.096531], [-2.651072, 3.988196, -0.127987], [-0.938273, -3.441696, 1.237125], [1.931613, 0.707714, -4.549558], [-3.375749, 2.917404, 1.771196], [4.144987, 1.240889, 0.694959], [-1.085201, -2.126927, 4.396899], [1.413790, -2.788453, 0.436705], [1.461171, 3.143802, 0.002475], [-2.745569, -3.525276, -8.413384], [-1.930818, -3.666136, -7.702199], [0.144904, -3.677189, -2.256212], [1.740816, 0.813371, 0.765071], [-0.988695, -4.676067, -7.943975], [-1.320103, 0.625523, -3.825079], [-2.027430, 1.667878, 0.155815], [3.485419, 1.074437, -0.964305], [1.375230, 2.965589, -2.566940], [-1.349985, 2.326975, -3.359156], [-0.888802, -3.289474, -0.749767], [-1.502503, -0.809836, 6.578589], [-2.565558, -2.055295, -6.408521], [-0.262428, 1.789522, -4.692574], [0.838769, 2.895824, 1.660970], [-1.083831, -5.327498, -8.819767], [1.969187, 0.387264, -3.498865], [0.980035, -4.181047, -5.201286], [-0.908175, -0.788454, 4.024382], [-1.015973, 0.804474, 6.949379], [0.042569, -4.858078, -7.020862], [-1.236245, -4.133342, 3.604697], [-4.060705, 0.361332, -0.166630], [-0.462276, 1.479512, 4.612153], [3.437337, 0.685046, 0.060182], [1.647805, 2.650177, 0.961603], [3.732185, -0.371878, 0.056682], [1.827395, -0.701265, -3.454143], [-3.492076, 1.047138, -1.723040], [2.595755, 3.027159, 1.374372], [-1.847517, 2.345932, 2.515343], [2.241581, -0.587520, 2.687718], [0.097945, -3.238276, -1.252117], [0.682180, 1.264628, -2.524499], [-1.721740, 3.412967, -1.556169], [-0.434575, -0.616265, -0.697844], [1.213662, -2.711147, -0.639574], [-3.637302, 1.254634, -0.651405], [-0.698310, 1.524270, -3.722375], [-1.204707, -2.424387, 5.433675], [-0.775152, -0.491687, 2.668774], [3.193998, 0.914698, 2.737897], [-4.326504, 2.105185, -0.524436], [-0.804862, 0.345966, 4.980281], [-0.782124, -3.022867, -5.641613], [-0.813301, -1.400807, 1.668147], [0.770201, -5.641513, -7.190624], [1.535382, 3.258027, -3.616127], [1.475213, 0.942954, 3.206501], [-0.517420, -1.892399, -4.289397], [2.955375, 0.624117, -3.075094], [-2.665952, 2.078903, 1.835494], [0.683702, 3.680714, -2.103014], [-1.836345, -2.850612, -6.570066], [-0.867587, 3.809904, -0.038743]],
  "forces_ev_per_a": [[0.10, -0.78, -0.08], [-0.18, 0.07, -0.14], [-0.38, -0.64, 0.18], [0.07, 0.25, -0.06], [0.10, 0.03, -0.33], [0.13, 0.18, 0.34], [-0.04, -0.18, 0.36], [-0.13, 0.27, 0.49], [0.00, -0.19, -1.14], [0.49, -0.11, -0.10], [0.19, -0.25, -1.58], [0.33, -0.23, -0.19], [-0.10, 0.11, 0.46], [0.02, -0.07, 0.30], [0.24, -0.33, -0.11], [-0.34, -0.15, -0.24], [-0.02, 0.24, -0.95], [-0.69, 0.86, -0.07], [0.02, -0.01, 0.29], [0.20, 0.09, 0.29], [0.14, -0.02, 0.10], [-0.15, 0.85, 0.22], [1.46, 1.16, 0.95], [-0.22, 0.27, 0.51], [0.19, 0.22, -0.23], [-1.46, 1.21, 0.16], [0.06, -0.12, 0.25], [0.03, 0.09, 0.52], [0.24, -0.02, -0.16], [0.58, -0.79, 0.06], [0.15, 0.33, 0.01], [0.15, -0.26, -0.07], [-0.23, -0.06, 0.14], [0.15, 0.02, -0.12], [0.10, 0.34, 0.38], [0.09, -0.37, 0.23], [-0.15, -0.08, -0.17], [0.02, -0.68, -0.69], [0.00, 0.21, 0.19], [-0.12, 0.15, -0.07], [0.02, 0.06, -0.01], [-0.03, 0.28, -0.19], [-0.37, -1.60, -0.09], [-0.13, -0.37, -0.40], [-0.54, -0.01, -0.44], [0.11, 0.21, -0.09], [0.11, 0.31, -0.16], [-0.22, 0.12, 0.22], [-0.28, -0.27, -0.10], [-0.19, 0.06, -0.06], [0.06, 0.11, 0.19], [1.44, -0.04, 0.68], [0.17, 0.80, -1.41], [-0.07, 0.06, 0.29], [0.08, 1.11, 0.88], [-0.70, -1.29, -0.83], [0.27, -0.31, -0.08], [-0.25, -0.34, 0.40], [0.09, -0.09, -0.20], [-0.16, -0.05, -0.26], [-0.31, -0.06, -0.24], [0.20, -0.37, -0.11], [0.19, 1.63, 1.41], [-0.64, -1.03, -0.79], [0.14, -0.18, 0.43], [0.04, 0.08, 0.09], [-0.09, -0.23, 0.29], [0.14, -0.13, -0.16], [-0.23, 0.39, 0.70], [-0.26, -0.03, -0.19], [0.37, -0.49, 0.28], [0.21, -0.15, -0.14], [0.10, 0.24, 0.27], [-0.32, -0.03, -0.12]],
  "total_energy_ha": -3332.7055,
  "homo_lumo_gap_ev": [5.292, 5.575],
  "homo_energy_ev": [-15.950, -15.951],
  "spin_multiplicity": 7,
  "total_charge": 3
}

---

(3)
{
  "formula": "C10H9ClNO",
  "method": "the ωB97M-V functional and the def2-TZVPD basis",
  "elements": ["C", "C", "C", "H", "O", "C", "Cl", "H", "C", "H", "N", "H", "H", "H", "C", "C", "C", "H", "C", "C", "H", "H"],
  "coordinates": [[1.091817, -1.259098, -0.073007], [1.914241, -1.553166, -1.174623], [0.732269, 2.964462, 1.957044], [-2.223434, 2.497350, 0.306390], [0.615949, 1.609867, 1.694121], [-1.094184, -1.282619, 1.009413], [-2.708219, -1.733111, 0.809829], [-0.783607, 4.489655, 1.923302], [-0.107088, -1.805726, -2.496080], [1.471873, 3.212496, 2.607681], [-0.237712, -1.330183, -0.110194], [-0.773085, -1.480759, 2.039651], [-0.574070, -2.209383, -3.507397], [1.505945, -1.089920, 0.923364], [-0.533789, 1.460716, 1.106701], [-0.411579, 3.557443, 1.497338], [1.316565, -1.825888, -2.428955], [-1.960878, -1.546009, -1.233330], [-0.843173, -1.568538, -1.396702], [-1.294212, 2.509626, 0.907410], [2.970344, -1.599543, -1.060646], [1.926027, -2.017671, -3.301310]],
  "forces_ev_per_a": [[1.45, -0.64, 0.80], [-2.04, 0.13, -0.94], [-3.69, -0.61, -1.81], [0.72, 0.52, 0.89], [1.25, -0.46, 0.20], [0.24, 0.57, 0.53], [-0.21, 0.21, 0.25], [0.34, 0.12, -0.88], [0.61, -1.59, -2.90], [2.02, 0.87, 1.41], [-1.28, -0.85, -2.94], [0.63, 0.38, -0.81], [0.65, 1.39, 2.39], [0.02, 0.07, -0.36], [-0.15, -2.53, -0.25], [-0.59, -0.08, 1.10], [-0.38, 0.62, 1.82], [1.63, -0.24, -1.24], [-1.53, 0.54, 3.00], [-0.20, 1.55, -0.54], [0.58, 0.18, 0.23], [-0.09, -0.15, 0.04]],
  "total_energy_ha": -976.1772,
  "de_lowest_ev": 4.146,
  "homo_lumo_gap_ev": [6.738, 7.393],
  "homo_energy_ev": [-12.343, -12.045],
  "total_charge": 1
}

---

(4)
{
  "formula": "C4H8AgClO4",
  "method": "the ωB97M-V functional and the def2-TZVPD basis",
  "elements": ["H", "O", "H", "H", "H", "O", "Cl", "C", "H", "O", "Ag", "C", "H", "H", "C", "O", "H", "C"],
  "coordinates": [[6.939910, -16.384590, -18.426970], [5.003730, -16.330280, -20.949280], [7.054540, -12.469760, -22.036120], [5.347830, -17.820870, -19.602720], [5.702670, -14.284100, -23.557610], [5.891450, -14.487440, -18.646440], [3.148510, -14.031780, -19.809050], [5.141310, -16.750620, -19.605160], [4.100340, -16.858390, -19.300390], [4.416200, -14.857850, -22.104410], [5.107030, -14.529690, -20.264050], [5.371960, -13.892160, -22.595790], [7.422380, -14.060620, -22.239490], [4.752290, -13.004560, -22.723360], [5.943150, -15.947530, -18.486520], [6.819570, -13.746340, -20.390100], [5.503280, -16.287910, -17.549090], [6.658810, -13.447400, -21.760940]],
  "forces_ev_per_a": [[0.92, 0.52, -0.37], [2.67, -7.77, 2.16], [-0.76, 1.11, -0.09], [1.39, -0.90, 0.53], [0.48, 0.27, -0.56], [0.39, -3.72, 5.52], [-6.28, 1.56, 2.14], [-1.79, -1.65, -0.42], [-0.53, 0.67, 1.02], [1.62, 4.27, -2.10], [-1.66, 3.59, -2.44], [-1.76, 0.58, 0.05], [0.68, -0.56, -0.65], [0.11, 0.85, -0.52], [-0.42, 0.12, -0.45], [3.41, 2.91, -3.41], [-0.50, 0.23, 0.45], [2.02, -2.07, -0.86]],
  "total_energy_ha": -1064.6355,
  "de_lowest_ev": 9.661,
  "homo_lumo_gap_ev": [3.196, 4.071],
  "homo_energy_ev": [5.756, 3.937],
  "spin_multiplicity": 2,
  "total_charge": -3
}